A structure of composition C26H37As3NRe. Source: the Open Molecules 2025 dataset; level of theory: ωB97M-V/def2-TZVPD.

Geometry as ORCA input:
```
! wB97M-V def2-TZVPD RIJCOSX def2/J DEFGRID3
* xyz 3 2
Re -1.163 0.710 -0.297
C -2.917 3.315 -3.278
C -4.026 3.704 -2.536
C -4.234 3.224 -1.246
C -3.330 2.341 -0.676
C -2.194 1.945 -1.440
C -1.998 2.433 -2.731
C -3.510 1.799 0.703
C -4.588 2.100 1.533
C -4.656 1.542 2.789
C -3.653 0.668 3.252
C -3.674 0.068 4.533
C -2.665 -0.770 4.917
C -1.595 -1.042 4.039
C -1.548 -0.474 2.791
C -2.579 0.386 2.385
N -2.543 0.959 1.137
H -2.774 3.699 -4.279
H -4.742 4.392 -2.965
H -5.110 3.554 -0.706
H -1.134 2.130 -3.312
H -5.365 2.767 1.194
H -5.494 1.775 3.436
H -4.499 0.284 5.200
H -2.680 -1.229 5.896
H -0.805 -1.706 4.363
H -0.715 -0.683 2.118
C 2.130 2.194 -1.108
As 1.202 1.222 0.289
C 1.405 2.339 1.849
C 2.221 -0.390 0.756
C 2.191 -1.639 -0.144
C 3.190 -2.646 0.451
C 0.824 -2.365 -0.111
As -0.757 -1.636 -1.013
C -2.153 -2.868 -0.508
C -0.579 -1.871 -2.925
C 2.553 -1.318 -1.604
As 4.378 -0.761 -2.178
C 5.397 0.067 -0.742
C 5.318 -2.424 -2.498
H 3.140 2.413 -0.763
H 1.602 3.132 -1.269
H 2.172 1.637 -2.042
H 2.466 2.463 2.064
H 0.909 1.873 2.699
H 0.958 3.312 1.651
H 1.887 -0.652 1.764
H 3.249 -0.036 0.863
H 2.885 -2.953 1.453
H 4.189 -2.220 0.530
H 3.248 -3.542 -0.169
H 0.514 -2.526 0.926
H 0.941 -3.360 -0.550
H -1.859 -3.877 -0.799
H -3.072 -2.595 -1.024
H -2.308 -2.825 0.569
H -0.225 -2.884 -3.117
H 0.107 -1.151 -3.363
H -1.567 -1.747 -3.367
H 1.879 -0.552 -2.000
H 2.398 -2.208 -2.221
H 4.949 1.004 -0.420
H 6.377 0.290 -1.164
H 5.528 -0.608 0.103
H 4.775 -3.017 -3.231
H 5.427 -2.977 -1.564
H 6.303 -2.185 -2.895
*
```

Properties
<S²>	0.77
Kohn-Sham gap (alpha / beta)	3.898 / 3.631	eV



A cluster of 3 separate species, C26H37BClF2IN3O3 in total. Source: the Open Molecules 2025 dataset; level of theory: ωB97M-V/def2-TZVPD.

Geometry as ORCA input:
```
! wB97M-V def2-TZVPD RIJCOSX def2/J DEFGRID3
* xyz 1 1
C 3.094 -1.235 1.419
C 3.228 -1.120 -0.099
N 1.939 -0.900 -0.786
C 1.686 0.473 -1.239
C 2.039 0.654 -2.717
C 3.465 0.279 -3.110
C 3.564 0.247 -4.638
Cl 4.673 1.458 -2.531
C 2.224 1.601 -0.377
C 1.263 2.694 -0.818
I 1.739 4.705 -0.995
N 0.125 2.202 -1.142
B -0.958 3.110 -1.706
O -1.140 3.070 -3.055
O -1.698 3.925 -0.965
C 0.131 0.730 -0.953
C -0.740 -0.040 -1.932
C -2.237 0.035 -1.661
O -2.660 -1.100 -0.929
C -0.225 0.319 0.490
C -0.997 1.329 1.303
C -0.297 1.885 2.515
N -2.186 1.636 1.010
H 3.759 -2.011 1.768
H 3.274 -0.299 1.932
H 2.095 -1.604 1.617
H 3.606 -2.078 -0.442
H 3.994 -0.405 -0.382
H 1.900 -1.490 -1.606
H 1.388 0.057 -3.339
H 1.889 1.680 -3.050
H 3.695 -0.715 -2.760
H 4.441 -0.290 -4.972
H 3.688 1.273 -4.968
H 2.648 -0.107 -5.092
H 3.210 1.992 -0.604
H 2.182 1.468 0.697
H -1.842 2.441 -3.304
H -1.302 4.151 -0.108
H -0.592 0.390 -2.919
H -0.451 -1.081 -1.991
H -2.544 0.959 -1.176
H -2.745 0.009 -2.628
H -3.381 -0.827 -0.336
H 0.664 0.069 1.046
H -0.820 -0.582 0.483
H -0.149 1.052 3.199
H -0.915 2.607 3.031
H 0.696 2.259 2.282
H -2.574 2.305 1.672
F 4.861 -4.008 3.335
C 3.918 -4.947 3.559
C 3.954 -6.121 2.833
C 2.983 -7.084 3.067
C 1.991 -6.860 4.011
C 1.970 -5.671 4.726
C 2.942 -4.706 4.505
H 4.733 -6.274 2.098
H 3.004 -8.011 2.512
H 1.235 -7.612 4.189
H 1.197 -5.494 5.461
H 2.949 -3.776 5.058
F -4.415 2.890 1.710
C -5.444 2.837 0.822
C -5.200 3.076 -0.513
C -6.261 3.014 -1.405
C -7.540 2.723 -0.952
C -7.760 2.489 0.398
C -6.704 2.542 1.297
H -4.199 3.310 -0.843
H -6.088 3.195 -2.458
H -8.364 2.679 -1.650
H -8.756 2.267 0.755
H -6.853 2.357 2.352
*
```

Properties
Kohn-Sham gap	7.147	eV



A structure of composition C26H37Br4N4O8Sr. Source: the Open Molecules 2025 dataset; level of theory: ωB97M-V/def2-TZVPD.

Geometry as ORCA input:
```
! wB97M-V def2-TZVPD RIJCOSX def2/J DEFGRID3
* xyz 1 1
N -3.728 -0.622 1.363
H -2.884 0.013 1.322
H -3.905 -1.128 2.226
H -3.662 -1.304 0.569
H -4.521 -0.062 1.062
Sr -3.450 1.595 -1.540
C -0.494 0.769 2.218
C -0.640 0.943 0.716
O -1.931 1.337 0.355
H -0.588 1.695 2.791
H 0.466 0.348 2.531
H -1.257 0.096 2.641
H -0.296 0.031 0.211
H 0.071 1.746 0.451
C -1.969 -1.722 -2.268
C -3.480 -1.819 -2.195
O -4.028 -0.828 -1.374
H -1.499 -1.585 -1.290
H -1.656 -0.839 -2.853
H -1.524 -2.567 -2.801
H -3.810 -2.814 -1.870
H -3.871 -1.692 -3.218
Br 2.302 -2.493 5.220
C 0.731 -2.105 4.140
C -0.270 -3.213 4.219
Br 0.414 -4.808 3.300
H 1.053 -1.997 3.108
H 0.355 -1.167 4.536
H -1.161 -2.983 3.637
H -0.544 -3.574 5.202
Br -2.999 5.781 3.301
C -1.495 4.740 2.642
C -0.450 4.588 3.730
Br 0.767 6.094 3.752
H -1.067 5.325 1.834
H -1.844 3.780 2.267
H 0.175 3.709 3.600
H -0.936 4.522 4.699
C 1.235 4.544 -0.544
C 2.421 4.858 -1.186
C 2.397 5.665 -2.318
C 1.182 6.118 -2.810
C 0.010 5.867 -2.126
C 0.027 5.093 -0.976
N 1.123 6.901 -4.053
O 0.029 7.267 -4.439
O 2.173 7.125 -4.610
H 1.228 3.879 0.312
H 3.411 4.606 -0.829
H 3.302 5.988 -2.815
H -0.944 6.244 -2.472
H -0.844 4.920 -0.359
C 2.044 -0.189 -1.676
C 3.016 0.732 -2.054
C 4.346 0.406 -1.872
C 4.678 -0.839 -1.379
C 3.729 -1.815 -1.130
C 2.411 -1.457 -1.236
N 6.100 -1.179 -1.209
O 6.365 -2.334 -0.969
O 6.913 -0.285 -1.337
H 0.992 0.038 -1.783
H 2.674 1.647 -2.520
H 5.116 1.144 -2.047
H 4.047 -2.777 -0.761
H 1.644 -2.171 -0.955
C -1.124 -7.187 -1.536
C 0.012 -6.644 -0.938
C -0.043 -5.417 -0.307
C -1.270 -4.814 -0.153
C -2.431 -5.342 -0.691
C -2.342 -6.535 -1.374
N -1.314 -3.536 0.534
O -2.391 -3.171 0.996
O -0.300 -2.876 0.590
H -1.148 -8.109 -2.097
H 0.925 -7.226 -0.988
H 0.838 -5.027 0.182
H -3.391 -4.879 -0.519
H -3.217 -7.025 -1.782
*
```

Properties
Kohn-Sham gap	7.294	eV